8
Properties=species:S:1:pos:R:3 method="wB97M-V/def2-TZVPD" lumo_energy_ev="-0.90 / -0.90" gap_ev="7.4 / 7.4" mol_weight_g_mol=202.016 e_homo_ev="-8.27 / -8.27" e_above_lowest_kj_mol=458.57
C -0.217 -1.063 0.222
C -1.454 -0.538 0.190
O -1.888 0.722 0.352
S 2.961 1.201 0.403
I 1.780 -0.946 0.046
H -2.208 -1.203 0.282
H 4.048 0.336 0.379
H -1.211 1.347 0.551


8
Properties=species:S:1:pos:R:3 method="wB97M-V/def2-TZVPD" lumo_energy_ev=-1.17 gap_ev=7.4 mol_weight_g_mol=202.016 e_homo_ev=-8.58 e_above_lowest_kj_mol=293.17 smiles="OC=C=S.I"
C 0.368 0.517 1.726
C 0.021 0.301 0.432
O -0.748 -0.746 -0.048
S 0.566 0.899 3.225
I -3.134 1.101 1.614
H -1.603 0.125 1.335
H 0.508 0.917 -0.333
H -0.433 -1.281 -0.815


8
Properties=species:S:1:pos:R:3 method="wB97M-V/def2-TZVPD" lumo_energy_ev=-0.20 gap_ev=8.4 mol_weight_g_mol=218.084 e_homo_ev=-8.61 e_above_lowest_kj_mol=52.43 smiles=ICC1SS1
C -0.577 -0.411 -0.242
C 0.751 0.250 0.143
S -1.813 -0.305 1.143
S -1.900 0.751 -0.664
I 2.497 -0.676 -0.554
H -0.526 -1.342 -0.660
H 0.772 0.544 1.136
H 0.796 1.188 -0.301


9
Properties=species:S:1:pos:R:3 method="wB97M-V/def2-TZVPD" spin_multiplicity=6 lumo_energy_ev="-8.51 / -12.32" gap_ev="8.1 / 6.7" s_squared=8.7677 mol_weight_g_mol=258.202 charge=+2 e_homo_ev="-16.62 / -19.04" e_above_lowest_kj_mol=0.00
H -2.719 0.380 -0.655
O -1.976 0.590 0.048
C -0.796 0.011 -0.234
C 0.346 0.382 0.388
O 1.520 -0.246 0.164
Li 0.902 -1.878 -0.381
Ir 3.173 0.328 0.562
H -0.782 -0.752 -1.024
H 0.332 1.187 1.132


Repeat the third record exactly.
8
Properties=species:S:1:pos:R:3 method="wB97M-V/def2-TZVPD" lumo_energy_ev=-0.20 gap_ev=8.4 mol_weight_g_mol=218.084 e_homo_ev=-8.61 e_above_lowest_kj_mol=52.43 smiles=ICC1SS1
C -0.577 -0.411 -0.242
C 0.751 0.250 0.143
S -1.813 -0.305 1.143
S -1.900 0.751 -0.664
I 2.497 -0.676 -0.554
H -0.526 -1.342 -0.660
H 0.772 0.544 1.136
H 0.796 1.188 -0.301


Please write out number 2 again, unchanged.
8
Properties=species:S:1:pos:R:3 method="wB97M-V/def2-TZVPD" lumo_energy_ev=-1.17 gap_ev=7.4 mol_weight_g_mol=202.016 e_homo_ev=-8.58 e_above_lowest_kj_mol=293.17 smiles="OC=C=S.I"
C 0.368 0.517 1.726
C 0.021 0.301 0.432
O -0.748 -0.746 -0.048
S 0.566 0.899 3.225
I -3.134 1.101 1.614
H -1.603 0.125 1.335
H 0.508 0.917 -0.333
H -0.433 -1.281 -0.815